(a)
{"formula": "C3H11NO", "method": "wB97M-V/def2-TZVPD", "multiplicity": 1, "gap_ev": 9.8, "smiles": "NCO.CC", "species": ["N", "C", "O", "H", "H", "H", "H", "H", "C", "C", "H", "H", "H", "H", "H", "H"], "xyz": [[-0.6897, 1.1340, -1.6807], [0.6404, 1.0818, -2.5278], [0.8067, 0.1531, -3.6308], [-1.1580, 2.1073, -1.5653], [-1.1502, 0.2118, -1.4194], [0.9184, 2.2337, -2.6729], [1.2370, 0.8089, -1.6151], [0.5719, 0.6269, -4.4491], [-0.4067, -1.7590, 2.2842], [0.0635, -0.2954, 2.4803], [-1.2886, -1.8130, 1.7061], [-0.6437, -2.1048, 3.3291], [0.3950, -2.4723, 2.0149], [1.0185, -0.3508, 3.1255], [0.3620, 0.1755, 1.4940], [-0.6765, 0.2622, 3.1270]], "lowdin_charge": [-0.079, -0.306, -0.078, 0.082, 0.074, 0.138, 0.092, 0.082, -0.191, -0.188, 0.033, 0.070, 0.065, 0.076, 0.058, 0.070]}

(b)
{"formula": "C3H11NO", "method": "wB97M-V/def2-TZVPD", "multiplicity": 1, "gap_ev": 9.3, "smiles": "CN(C)C.O", "species": ["C", "N", "C", "C", "H", "H", "H", "H", "H", "H", "H", "H", "H", "O", "H", "H"], "xyz": [[0.0603, 0.4388, -1.3506], [0.0870, 0.2752, 0.1019], [1.4372, 0.1556, 0.5726], [-0.7086, 1.2783, 0.7982], [0.3048, -0.5327, -1.7788], [0.9001, 1.0749, -1.6883], [-0.8228, 0.9259, -1.7461], [1.4883, -0.2892, 1.5776], [1.9974, -0.5128, -0.0757], [1.9783, 1.1020, 0.7408], [-0.7834, 0.9461, 1.8311], [-1.6483, 1.3997, 0.2704], [-0.2329, 2.2744, 0.8131], [-1.3868, -3.0316, 0.2646], [-0.5290, -2.7572, -0.0890], [-2.1415, -2.7474, -0.2417]], "lowdin_charge": [-0.115, -0.338, -0.140, -0.107, 0.073, 0.080, 0.075, 0.083, 0.079, 0.084, 0.082, 0.074, 0.081, -0.063, 0.027, 0.022]}

Most stable structure - (b); separation to the second - 1.192 eV.

(a)
{"formula": "C3H11NO", "method": "wB97M-V/def2-TZVPD", "multiplicity": 1, "gap_ev": 10.1, "smiles": "CCOC.N", "species": ["C", "C", "O", "C", "H", "H", "H", "H", "H", "H", "H", "H", "N", "H", "H", "H"], "xyz": [[1.5167, 0.6912, -1.1234], [1.2044, -0.0713, 0.1555], [-0.0165, 0.0889, 0.7305], [-0.4040, -0.6245, 2.0431], [2.6243, 0.7156, -1.2726], [1.1899, 0.0978, -1.9878], [1.2029, 1.7725, -1.1353], [1.9267, 0.4015, 0.9347], [1.3164, -1.1724, -0.0480], [-1.0482, 0.1564, 2.6438], [0.5288, -0.8455, 2.6048], [-0.9381, -1.5702, 1.8678], [-2.3636, 0.2118, -1.2688], [-1.8169, -0.0858, -0.4592], [-1.8525, 0.6347, -2.0439], [-3.0705, -0.4007, -1.6413]], "lowdin_charge": [-0.097, -0.371, -0.273, -0.018, 0.079, 0.065, 0.094, 0.136, 0.129, 0.118, 0.075, 0.072, 0.015, -0.018, 0.003, -0.009]}

(b)
{"formula": "C3H11NO", "method": "wB97M-V/def2-TZVPD", "multiplicity": 1, "gap_ev": 10.3, "smiles": "CCOC.N", "species": ["C", "C", "O", "C", "H", "H", "H", "H", "H", "H", "H", "H", "N", "H", "H", "H"], "xyz": [[-1.2980, 0.8080, 1.6555], [-0.0219, 0.2690, 1.0242], [-0.2627, -0.2041, -0.3017], [-1.2709, -1.1239, -0.8602], [-1.2777, 1.0741, 2.6520], [-1.6399, 1.5078, 0.8705], [-1.8621, -0.1271, 1.4356], [0.4131, -0.6589, 1.4775], [0.6776, 1.0389, 1.0995], [-0.5836, -1.8271, -1.2728], [-1.9949, -0.6414, -1.4325], [-1.8755, -1.6469, -0.1567], [2.9092, 0.3994, -1.6662], [3.1102, -0.4391, -1.1515], [2.1152, 0.2805, -2.2850], [2.8619, 1.2906, -1.0882]], "lowdin_charge": [-0.059, -0.295, -0.241, -0.050, 0.047, 0.095, 0.070, 0.128, 0.082, 0.082, 0.063, 0.064, -0.008, -0.012, -0.005, 0.038]}

Most stable structure - (a); separation to the second - 0.578 eV.

(a)
{"formula": "C3H11NO", "method": "wB97M-V/def2-TZVPD", "multiplicity": 1, "gap_ev": 10.3, "smiles": "CCOC.N", "species": ["C", "C", "O", "C", "H", "H", "H", "H", "H", "H", "H", "H", "N", "H", "H", "H"], "xyz": [[-0.9084, -2.5872, -0.6288], [-1.6744, -2.1223, 0.6118], [-1.2213, -0.6865, 0.8586], [0.0579, -0.2198, 1.0452], [-1.2509, -3.5582, -0.8269], [-1.1786, -1.8292, -1.5214], [0.1530, -2.6854, -0.4758], [-1.4059, -2.5646, 1.5888], [-2.8169, -1.9900, 0.4175], [0.2893, 0.7278, 1.4700], [0.7996, -0.4379, 0.2295], [0.6026, -0.8634, 1.9055], [2.2998, 4.8766, -1.0340], [2.6965, 3.9984, -1.3564], [2.0410, 5.3291, -1.9105], [1.5165, 4.6126, -0.3732]], "lowdin_charge": [-0.102, -0.178, -0.264, -0.195, 0.039, 0.138, 0.057, 0.113, 0.145, 0.057, 0.078, 0.111, -0.022, -0.010, 0.000, 0.032]}

(b)
{"formula": "C3H11NO", "method": "wB97M-V/def2-TZVPD", "multiplicity": 1, "gap_ev": 10.8, "smiles": "CCOC.N", "species": ["C", "C", "O", "C", "H", "H", "H", "H", "H", "H", "H", "H", "N", "H", "H", "H"], "xyz": [[-0.3802, -1.1216, -1.8870], [-0.6563, 0.1257, -1.0796], [0.5675, 0.5950, -0.5640], [0.4151, 1.6642, 0.3472], [-1.2754, -1.5698, -2.3133], [0.1152, -1.8717, -1.2761], [0.3140, -0.8958, -2.6933], [-1.1410, 0.8708, -1.7205], [-1.3189, -0.1195, -0.2373], [1.2199, 2.3800, 0.1817], [-0.5193, 2.2126, 0.2086], [0.4835, 1.2806, 1.3639], [0.1670, -1.2518, 2.6887], [-0.7691, -1.1426, 2.3310], [0.3639, -0.5414, 3.3882], [0.8714, -1.1638, 1.9624]], "lowdin_charge": [-0.079, -0.314, -0.202, -0.115, 0.075, 0.073, 0.076, 0.118, 0.112, 0.085, 0.086, 0.063, 0.013, -0.002, 0.006, 0.005]}

Most stable structure - (b); separation to the second - 1.536 eV.

(a)
{"formula": "C6H29N2O6", "method": "wB97M-V/def2-TZVPD", "multiplicity": 1, "total_charge": 1, "gap_ev": 8.5, "species": ["C", "N", "C", "C", "C", "N", "C", "C", "H", "H", "H", "H", "H", "H", "H", "H", "H", "H", "H", "H", "H", "H", "H", "H", "H", "H", "H", "O", "H", "H", "O", "H", "H", "O", "H", "H", "O", "H", "H", "O", "H", "H", "O"], "xyz": [[-0.5393, -1.6813, -0.5188], [-1.9377, -1.1070, -0.0488], [-2.6305, -0.2198, -0.9237], [-2.8841, 1.3032, -0.5673], [0.4654, -0.6688, -0.7811], [1.1132, -0.7425, -2.0842], [2.2862, 0.6317, 0.4522], [1.5743, -0.7790, 0.2730], [-0.2551, -2.3500, 0.4708], [-0.7097, -2.3405, -1.5396], [-2.0409, -0.8452, 0.9327], [-2.1875, -0.2445, -1.8795], [-3.5767, -0.7749, -1.2120], [-2.4830, 1.7767, -1.3791], [-2.2739, 1.5696, 0.3371], [-4.0241, 1.4226, -0.2696], [-0.0672, 0.3065, -0.6174], [1.2652, 0.1772, -2.4587], [1.9197, -1.3660, -2.1170], [0.6119, -1.0712, -2.8792], [1.6627, 1.1846, 1.1853], [2.2736, 1.1619, -0.4994], [3.4453, 0.7579, 0.7384], [2.4211, -1.4463, -0.0615], [1.0994, -0.9999, 1.3098], [2.9805, -2.8200, 0.0932], [2.2766, -3.9603, -0.5134], [2.6001, -3.0626, -0.7748], [-1.0755, -3.1417, 2.7835], [-0.0459, -2.0895, 3.0489], [-0.2563, -2.7857, 2.3910], [-1.0649, 2.4038, 2.9321], [-0.5661, 3.6524, 2.2157], [-1.0594, 2.8835, 1.9950], [1.7074, 2.2480, -3.6772], [1.0816, 2.5160, -2.3270], [1.1802, 1.9570, -3.0976], [-0.4632, 0.2766, 4.0664], [-1.6914, 0.0956, 3.1260], [-0.7383, -0.2197, 3.2045], [0.6206, 3.1054, 0.2213], [-0.3999, 2.3749, -0.7986], [0.3859, 2.9116, -0.7516]], "lowdin_charge": [-0.143, -0.069, -0.316, -0.058, -0.366, 0.236, -0.089, -0.184, 0.131, 0.168, 0.087, 0.074, 0.122, 0.018, 0.046, 0.123, 0.149, 0.099, 0.156, 0.158, 0.058, 0.033, 0.124, 0.074, 0.125, 0.062, 0.097, -0.078, 0.069, 0.024, -0.091, 0.101, 0.018, -0.084, -0.056, 0.015, 0.052, 0.113, 0.080, -0.114, 0.098, 0.006, -0.067]}

(b)
{"formula": "C6H29N2O6", "method": "wB97M-V/def2-TZVPD", "multiplicity": 1, "total_charge": 1, "gap_ev": 9.8, "species": ["N", "C", "C", "C", "C", "C", "N", "C", "H", "H", "H", "H", "H", "H", "H", "H", "H", "H", "H", "H", "H", "H", "H", "H", "H", "H", "H", "O", "H", "H", "O", "H", "H", "O", "H", "H", "O", "H", "H", "O", "H", "H", "O"], "xyz": [[0.7028, 1.2732, -0.3805], [0.3727, -0.1106, -0.9208], [0.2480, -0.0305, -2.4606], [0.3331, -1.3785, -3.1658], [-1.0580, -2.0218, -3.4779], [-0.8355, -0.6648, -0.1593], [-0.6885, -0.5413, 1.2594], [0.0260, -1.6636, 1.8728], [-0.1015, 1.5466, 0.1938], [0.7352, 1.9968, -1.0906], [1.6074, 1.2450, 0.0791], [1.2473, -0.7039, -0.6439], [-0.7425, 0.4126, -2.5946], [1.0280, 0.6254, -2.8383], [0.9212, -2.1577, -2.6966], [0.7647, -1.2666, -4.1644], [-1.6138, -2.0983, -2.5439], [-1.6909, -1.4492, -4.1496], [-0.8623, -2.9958, -3.9174], [-1.7340, -0.1443, -0.4964], [-0.9138, -1.6986, -0.5327], [-1.5680, -0.3551, 1.7273], [0.0295, -1.5900, 2.9534], [1.0466, -1.6264, 1.4967], [-0.4195, -2.6061, 1.5262], [2.5624, 0.4677, 2.6242], [2.0332, 1.5668, 3.5503], [2.3415, 1.4046, 2.6530], [-1.3229, 1.7818, 3.1627], [-2.2752, 2.9737, 3.5415], [-2.0281, 2.3626, 2.8400], [-3.0999, -2.3142, 2.9977], [-3.9583, -1.2979, 2.2530], [-3.1536, -1.3777, 2.7782], [3.4449, 3.1092, 0.0384], [2.9478, 3.8562, -1.2052], [2.6417, 3.3225, -0.4639], [-1.8450, 2.8635, 1.0374], [-1.6560, 3.8968, -0.0952], [-1.4542, 2.9904, 0.1534], [1.8821, -2.5775, -0.1559], [3.3161, -2.6643, -0.6675], [2.7888, -2.3610, 0.0823]], "lowdin_charge": [0.213, -0.267, -0.144, -0.229, -0.090, -0.200, -0.112, -0.090, 0.101, 0.128, 0.127, 0.111, 0.126, 0.117, 0.097, 0.108, 0.052, 0.076, 0.075, 0.138, 0.118, 0.069, 0.088, 0.047, 0.089, 0.036, 0.043, -0.051, 0.054, 0.066, -0.043, 0.052, 0.055, -0.046, 0.061, 0.055, -0.048, 0.010, 0.059, -0.059, 0.012, 0.056, -0.056]}

Most stable structure - (b); separation to the second - 4.541 eV.

(a)
{"formula": "CH6N4S", "method": "wB97M-V/def2-TZVPD", "multiplicity": 1, "gap_ev": 9.5, "smiles": "CN(S)/N=N/N", "species": ["C", "N", "S", "N", "N", "N", "H", "H", "H", "H", "H", "H"], "xyz": [[-0.8343, 1.1410, -0.0011], [-1.1069, -0.2062, 0.4496], [-2.6101, -0.8742, -0.1668], [0.1119, -1.2133, 0.3083], [1.1291, -0.5643, -0.0326], [2.2838, -1.2697, -0.1733], [-0.4304, 1.0338, -0.9505], [-1.8331, 1.6707, -0.2274], [-0.0845, 1.5423, 0.6416], [-2.9519, -1.3775, 1.0362], [2.0748, -2.2485, -0.2984], [3.0129, -0.7849, -0.7091]], "lowdin_charge": [-0.217, -0.574, 0.694, 0.011, -0.142, 0.020, 0.025, 0.096, 0.060, -0.151, 0.079, 0.100]}

(b)
{"formula": "CH6N4S", "method": "wB97M-V/def2-TZVPD", "multiplicity": 1, "gap_ev": 9.0, "species": ["C", "H", "H", "H", "H", "H", "H", "N", "N", "N", "N", "S"], "xyz": [[0.4054, -0.2107, 0.2140], [2.9654, -0.6280, 1.3554], [1.7814, -1.8484, 2.0023], [1.5002, -1.4069, -1.0142], [0.2584, -0.4967, 2.1080], [0.5821, 1.1486, -1.2430], [-2.3721, 1.1986, 0.7710], [2.2798, -1.4721, 1.0345], [1.5781, -0.8435, -0.0408], [-0.2182, 0.1277, 1.2824], [-0.2228, 0.5562, -0.8383], [-1.9416, 0.9199, -0.9580]], "lowdin_charge": [-0.645, 0.137, 0.138, 0.199, 0.076, 0.111, 0.038, -0.068, -0.101, 0.046, -0.472, 0.542]}

Most stable structure - (a); separation to the second - 1.191 eV.

(a)
{"formula": "C10H18N2O", "method": "wB97M-V/def2-TZVPD", "multiplicity": 1, "gap_ev": [5.3, 5.3], "species": ["C", "C", "C", "C", "C", "C", "C", "C", "C", "C", "N", "N", "O", "H", "H", "H", "H", "H", "H", "H", "H", "H", "H", "H", "H", "H", "H", "H", "H", "H", "H"], "xyz": [[-0.0371, 1.6503, 0.7136], [-0.6755, -0.8577, -2.6823], [0.3725, -2.0718, -2.6832], [-0.8162, -0.4679, -1.2819], [1.2723, -1.6838, -1.5919], [0.2794, 0.3473, 1.4807], [0.3945, -0.9761, -0.6030], [-1.4436, 2.2538, 0.8971], [1.4995, 0.6579, 2.4847], [-0.8624, -0.2215, 2.3493], [0.8239, -0.7332, 0.6538], [0.7174, 1.8878, -0.2932], [0.6851, 2.8243, -1.1377], [-0.5910, 0.0385, -3.3312], [-1.7136, -1.2618, -3.1347], [-0.2802, -2.9530, -2.4095], [0.7507, -2.2784, -3.6329], [-0.8748, 0.5333, -1.1666], [-1.6640, -0.9373, -0.8643], [1.9265, -2.3615, -1.0369], [1.8684, -0.8904, -2.0629], [-2.2485, 1.4337, 0.9799], [-1.6517, 2.9307, -0.0493], [-1.5375, 3.0326, 1.8417], [2.3378, 0.9537, 1.9219], [1.7264, -0.2190, 3.0432], [1.3160, 1.4750, 3.1380], [-1.7463, -0.4484, 1.7275], [-1.1119, 0.2787, 3.2378], [-0.4873, -1.1901, 2.6705], [1.7709, -0.7458, 0.8221]], "lowdin_charge": [-0.384, -0.155, -0.157, -0.134, -0.120, -0.441, -0.079, -0.080, -0.010, -0.038, 0.168, -0.193, -0.198, 0.127, 0.154, 0.133, 0.090, 0.077, 0.136, 0.135, 0.160, 0.060, 0.089, 0.109, 0.063, 0.067, 0.079, 0.077, 0.072, 0.078, 0.113]}

(b)
{"formula": "C10H18N2O", "method": "wB97M-V/def2-TZVPD", "multiplicity": 1, "gap_ev": 9.0, "smiles": "O=C1CCCN1CN1CCCCC1", "species": ["O", "C", "C", "C", "C", "N", "C", "N", "C", "C", "C", "C", "C", "H", "H", "H", "H", "H", "H", "H", "H", "H", "H", "H", "H", "H", "H", "H", "H", "H", "H"], "xyz": [[1.4584, -2.2715, 1.6293], [1.1666, -1.1052, 1.9241], [1.9099, -0.2077, 2.9628], [1.2617, 1.1655, 2.8682], [-0.1347, 0.8166, 2.3474], [0.1117, -0.3428, 1.4581], [-0.9585, -0.9705, 0.7209], [-0.8744, -0.4867, -0.6514], [-0.8877, 0.9567, -0.9441], [-1.4381, 1.1390, -2.3417], [-0.9743, 0.0275, -3.2775], [0.3328, -0.6052, -2.7827], [0.1466, -1.2470, -1.4027], [1.8508, -0.7613, 3.9792], [2.9476, -0.2183, 2.6942], [1.8451, 1.6947, 2.0953], [1.2800, 1.7370, 3.7956], [-0.8449, 0.5884, 3.1724], [-0.5835, 1.6902, 1.8251], [-1.8973, -0.6024, 1.1531], [-0.8197, -2.0947, 0.9193], [-1.6531, 1.3536, -0.2417], [0.0823, 1.4186, -0.7525], [-0.9760, 2.0349, -2.7168], [-2.5515, 1.2775, -2.3657], [-1.6844, -0.8188, -3.2681], [-0.7926, 0.4120, -4.2913], [1.0738, 0.2100, -2.6408], [0.8171, -1.2186, -3.5866], [-0.3338, -2.2316, -1.4131], [1.1199, -1.3398, -0.8684]], "lowdin_charge": [0.033, -0.424, -0.099, -0.170, -0.154, -0.049, -0.148, -0.163, -0.199, -0.191, -0.209, -0.192, -0.183, 0.150, 0.100, 0.118, 0.110, 0.129, 0.113, 0.127, 0.160, 0.118, 0.116, 0.096, 0.125, 0.114, 0.108, 0.110, 0.121, 0.119, 0.114]}

Most stable structure - (b); separation to the second - 5.315 eV.